No. 1
Below is a single C2H4Cl2 molecule at a distorted geometry, with properties calculated with ωB97M-V/def2-TZVPD.

Cartesian coordinates (Å):
Cl: 3.384 -19.683 9.880
C: 4.612 -20.292 11.068
C: 5.997 -20.706 10.321
Cl: 6.458 -19.534 9.113
H: 4.134 -21.216 11.392
H: 4.735 -19.540 11.847
H: 6.000 -21.673 9.818
H: 6.815 -20.639 11.038

Summary:
E: -27183.51914 eV
LUMO: 0.96 eV
structure (SMILES): ClCCCl
HOMO-LUMO gap: 11.657 eV
relative energy (zero: lowest compared OMol25 entry of this formula, charge and spin): 0.440 eV

No. 2
Below is 2 unconnected molecules or ions with the total composition C2H4Cl2O at a distorted geometry, with properties calculated with ωB97M-V/def2-TZVPD.

Cartesian coordinates (Å):
C: 0.120 0.367 -1.935
C: 0.038 1.464 -1.139
O: -1.139 1.803 -0.529
Cl: -1.238 -0.665 -2.365
Cl: -0.602 0.705 2.812
H: -1.560 0.505 1.995
H: 1.026 0.066 -2.365
H: 1.003 1.925 -0.863
H: -1.769 1.259 -1.128

Summary:
E: -29230.30508 eV
LUMO: 0.68 eV
structure (SMILES): O/C=C\Cl.Cl
HOMO-LUMO gap: 9.937 eV
relative energy (zero: lowest compared OMol25 entry of this formula, charge and spin): 0.789 eV